Entry 1:
The following is a quantum chemistry calculation of 13 unconnected molecules or ions with the total composition C53H101NO31, from the OMol25 dataset.

Calculated values
Multiplicity: 1

```
186
Properties=species:S:1:pos:R:3:forces:R:3
O -0.650 -5.569 3.202 0.827 0.359 -3.580
C -0.330 -5.359 2.002 -0.754 -0.167 2.912
O -1.001 -5.811 0.939 -0.371 -0.770 -0.476
C -2.069 -6.837 1.038 1.849 -0.428 -0.350
C -3.310 -6.292 1.535 -1.798 1.788 1.189
C 0.876 -4.495 1.595 -1.593 -0.877 -0.383
H -1.698 -7.653 1.659 0.100 0.122 0.151
H -2.219 -7.245 0.039 0.520 0.263 -0.184
H -3.722 -5.475 0.944 0.141 -0.091 -0.553
H -3.137 -5.791 2.488 -0.160 -0.431 0.345
H -4.113 -7.025 1.617 0.203 -0.170 0.151
H 0.856 -4.283 0.526 -0.087 -0.042 0.103
H 1.743 -5.127 1.787 0.245 0.608 0.484
H 0.737 -3.550 2.119 0.828 -0.180 0.237
O -0.380 6.009 -3.367 2.427 -0.292 1.072
C 0.619 6.439 -2.759 -4.114 0.166 -1.589
O 1.779 5.840 -2.605 0.716 -0.814 0.828
C 1.970 4.462 -3.006 -0.613 -1.660 -0.349
C 1.127 3.318 -2.204 0.280 2.086 -1.266
C 0.505 7.831 -2.182 1.682 -0.534 0.248
H 3.026 4.203 -2.928 0.119 0.552 0.970
H 1.919 4.452 -4.095 -1.066 -0.279 -0.121
H 1.517 2.323 -2.416 0.508 0.194 0.320
H 0.076 3.263 -2.487 0.006 0.409 -0.206
H 1.145 3.616 -1.155 0.257 -0.460 0.116
H 0.282 8.520 -2.997 -0.076 -0.039 0.189
H 1.499 8.012 -1.773 -0.088 0.710 0.147
H -0.220 7.896 -1.371 -0.101 -0.188 -0.229
O 3.866 1.087 -4.193 -1.744 1.985 -2.859
C 3.571 1.766 -5.215 2.071 -1.498 1.404
O 2.487 1.614 -6.009 1.833 0.931 1.340
C 1.478 0.689 -5.631 -0.944 -0.300 -0.411
C 1.207 -0.162 -6.865 -0.728 0.488 0.639
C 4.655 2.751 -5.768 -1.086 -0.232 0.208
H 0.591 1.283 -5.414 -0.088 0.071 0.040
H 1.691 0.130 -4.720 0.683 0.003 -0.376
H 0.664 0.453 -7.582 0.259 0.085 -0.203
H 0.479 -0.914 -6.560 0.406 -0.517 -0.218
H 2.135 -0.518 -7.313 -0.240 -0.379 0.167
H 5.563 2.175 -5.948 -0.116 -0.037 0.075
H 4.878 3.511 -5.020 -0.016 -0.221 0.210
H 4.385 3.296 -6.672 -0.264 -0.335 -0.035
O 3.766 -0.532 2.618 1.935 -0.507 -1.534
C 4.658 -0.445 1.771 -0.809 0.329 0.980
O 5.583 -1.387 1.440 -0.327 0.557 0.105
C 5.583 -2.686 2.036 -1.529 -1.328 0.195
C 4.372 -3.556 1.598 1.089 0.990 0.075
C 4.848 0.839 0.971 -0.823 -0.037 -0.496
H 5.576 -2.659 3.126 0.205 0.508 -0.006
H 6.437 -3.269 1.692 0.452 0.817 -0.021
H 4.516 -4.496 2.129 -0.464 -0.079 -0.009
H 4.499 -3.733 0.530 -0.396 -0.092 -0.082
H 3.440 -3.040 1.828 -0.055 -0.367 -0.046
H 4.995 1.695 1.630 0.426 -0.222 0.082
H 3.899 1.070 0.489 -0.364 -0.181 0.218
H 5.518 0.826 0.112 0.569 -0.258 0.557
O -2.014 0.067 -4.741 0.405 0.178 1.314
C -1.530 0.117 -3.625 -1.403 1.505 -1.149
O -1.945 1.053 -2.673 1.192 -0.834 -0.425
C -3.126 1.844 -2.855 -0.387 -0.312 -0.442
C -4.340 0.987 -2.613 -0.432 0.323 0.327
C -0.470 -0.819 -3.138 -0.670 -0.143 1.039
H -3.220 2.353 -3.815 0.605 -0.413 -0.337
H -3.128 2.657 -2.128 0.548 -0.181 0.224
H -4.490 0.849 -1.542 -0.016 -0.190 0.051
H -4.290 0.010 -3.094 0.017 0.155 -0.198
H -5.187 1.563 -2.985 -0.303 -0.292 -0.036
H 0.557 -0.483 -3.281 -0.270 0.035 -0.119
H -0.665 -1.787 -3.598 0.292 0.196 -0.251
H -0.659 -0.931 -2.070 0.345 -0.022 0.150
C -2.276 -3.028 -0.552 -0.643 -0.476 -0.246
C -3.610 -2.271 -0.405 0.865 -0.925 -0.092
O -4.349 -2.557 -1.630 -1.053 0.917 -0.246
C -5.643 -2.123 -1.753 0.308 -0.091 1.410
O -6.269 -1.566 -0.860 0.889 -0.690 -1.792
O -6.096 -2.480 -2.985 2.439 -0.195 1.824
C -7.303 -1.967 -3.385 -2.205 0.868 -0.529
H -1.659 -2.748 -1.406 -0.098 0.651 0.115
H -2.469 -4.079 -0.767 -0.158 -0.165 0.415
H -1.692 -2.953 0.365 0.030 -0.012 -0.069
H -3.366 -1.228 -0.203 -0.599 0.372 -0.627
H -4.151 -2.645 0.464 -0.203 -0.080 -0.128
H -7.203 -1.595 -4.405 0.057 -0.038 0.033
H -7.665 -1.164 -2.742 0.265 0.092 0.040
H -8.087 -2.723 -3.366 0.117 -0.239 -0.055
C -2.878 -4.255 -4.307 0.191 0.234 0.189
C -1.493 -4.855 -4.072 -2.126 -0.286 1.805
O -0.562 -4.072 -4.717 3.704 1.673 -1.237
C 0.740 -3.930 -4.251 0.393 0.942 -0.108
O 1.563 -3.109 -4.671 -2.528 -2.081 0.716
O 0.985 -4.771 -3.211 -1.875 0.358 -1.594
C 2.195 -4.633 -2.562 1.944 -0.087 0.301
H -3.681 -4.715 -3.730 0.248 -0.701 -0.072
H -3.100 -4.345 -5.370 -0.259 0.543 0.072
H -2.913 -3.251 -3.884 0.124 0.379 -0.709
H -1.555 -5.876 -4.450 0.760 -0.173 0.293
H -1.283 -4.735 -3.010 -0.094 -0.976 0.139
H 2.377 -5.567 -2.030 -0.233 0.241 0.333
H 2.224 -3.751 -1.922 -0.206 -0.130 0.252
H 3.023 -4.540 -3.265 -0.084 0.089 -0.245
C -6.024 2.916 1.065 -0.020 0.514 -0.770
C -5.433 3.628 2.267 -0.518 0.602 0.219
O -4.085 3.288 2.450 2.915 -0.848 2.448
C -3.494 3.672 3.677 -1.338 1.221 0.072
O -3.980 4.503 4.455 1.261 -2.289 -2.015
O -2.315 3.012 3.834 -1.805 0.373 -0.963
C -1.517 3.327 4.943 0.697 0.352 1.571
H -5.705 3.418 0.152 0.295 -0.090 -0.125
H -7.106 3.044 1.034 -0.083 -0.031 0.360
H -5.816 1.854 0.936 0.217 0.039 0.480
H -5.999 3.406 3.172 0.010 0.107 0.065
H -5.369 4.705 2.113 -0.948 0.158 -0.022
H -0.940 2.446 5.226 0.104 -0.034 -0.563
H -2.018 3.589 5.875 -0.834 0.016 -0.352
H -0.855 4.175 4.765 0.054 -0.151 -0.446
C 2.403 5.878 2.927 0.005 -0.560 -0.592
C 0.891 5.972 3.089 0.525 0.215 -0.148
O 0.201 5.120 2.087 1.869 0.410 1.900
C -0.572 5.692 1.215 -1.960 2.071 -0.037
O -0.788 6.886 1.066 0.746 -0.988 -0.004
O -1.262 4.736 0.616 0.063 -0.965 0.132
C -2.373 5.140 -0.134 -1.062 0.582 -1.079
H 2.687 5.954 1.878 -0.277 0.058 -0.205
H 2.791 4.912 3.249 0.066 0.147 0.286
H 2.930 6.711 3.393 -0.194 -0.180 0.430
H 0.654 7.036 3.071 -0.697 -0.226 -0.794
H 0.553 5.640 4.071 0.065 -0.383 -0.178
H -3.103 4.337 -0.235 0.582 -0.531 0.080
H -2.038 5.459 -1.121 -0.161 0.076 -0.084
H -2.965 5.933 0.322 0.507 0.294 0.237
C -1.184 -1.758 4.541 -1.117 1.011 0.429
C -2.347 -2.367 3.744 0.380 -1.213 1.059
O -3.302 -1.354 3.487 -1.814 1.421 -1.266
C -4.599 -1.616 3.119 -0.930 -1.715 -0.316
O -5.152 -2.706 2.952 1.948 1.606 0.458
O -5.287 -0.469 2.957 2.801 -0.069 0.492
C -6.600 -0.515 2.507 -1.692 0.368 -0.118
H -1.610 -1.334 5.451 0.050 -0.277 0.367
H -0.818 -0.851 4.061 0.281 -0.220 -0.476
H -0.359 -2.418 4.810 -0.280 -0.200 -0.335
H -2.912 -3.097 4.324 0.539 -0.459 0.054
H -1.909 -2.866 2.880 -0.596 0.190 -0.552
H -6.731 -0.555 1.426 0.569 -0.407 -0.108
H -7.002 0.457 2.795 -0.183 -0.111 0.209
H -7.179 -1.316 2.967 0.133 0.016 0.022
C 1.787 2.012 3.822 -0.236 1.322 -1.344
C 2.017 1.358 5.103 0.342 -1.353 1.666
O 2.600 2.275 6.058 0.323 1.099 -0.389
C 3.091 1.863 7.219 -1.180 -2.965 0.446
O 3.139 0.670 7.558 0.328 2.620 -0.401
O 3.367 2.925 7.976 -0.383 1.052 -0.709
C 3.683 2.655 9.320 0.470 -2.333 0.813
H 1.437 1.278 3.097 0.142 -0.052 -0.042
H 2.686 2.495 3.439 0.167 -0.270 -0.097
H 1.038 2.803 3.858 -0.126 -0.005 0.166
H 2.659 0.487 4.972 0.137 0.056 0.178
H 1.080 1.006 5.535 -0.067 -0.116 0.121
H 3.846 3.477 10.017 0.053 0.557 -1.055
H 4.538 1.981 9.262 0.364 0.261 0.595
H 2.915 2.029 9.774 -0.310 0.074 -0.096
C -1.429 1.403 0.839 0.732 0.081 0.947
C -0.633 0.092 0.967 -1.528 -0.649 -0.055
O 0.547 0.284 0.211 0.630 0.764 -0.857
C 1.340 -0.669 -0.211 -0.309 -4.459 2.012
O 1.265 -1.899 0.116 -0.079 3.794 -1.362
O 2.295 -0.142 -0.935 0.001 1.044 -0.803
C 3.193 -0.955 -1.671 0.586 -1.005 0.201
H -0.704 2.198 1.013 -0.101 0.265 -0.328
H -2.182 1.583 1.606 -0.029 -0.556 0.130
H -1.917 1.528 -0.128 0.361 -0.196 -0.112
H -1.235 -0.727 0.573 0.194 -0.154 -0.497
H -0.375 -0.296 1.952 0.105 0.726 0.331
H 2.829 -1.257 -2.653 -0.408 0.307 -0.009
H 3.383 -1.869 -1.109 0.119 0.011 0.128
H 4.122 -0.404 -1.819 -0.268 0.155 0.110
N 8.448 -3.650 -1.930 -0.720 -0.885 -0.224
C 7.763 -2.638 -1.413 0.890 -0.440 0.256
C 6.404 -2.550 -1.476 -0.939 0.105 -0.361
C 5.728 -3.481 -2.241 -0.589 -0.865 -1.068
C 6.379 -4.570 -2.851 1.476 0.561 1.520
C 7.744 -4.643 -2.552 1.114 1.729 -0.251
H 8.326 -1.869 -0.905 0.210 0.078 0.067
H 5.911 -1.734 -0.970 -0.170 -0.024 -0.142
H 4.682 -3.364 -2.486 -0.228 0.168 0.364
H 5.946 -5.371 -3.430 -0.423 0.286 -0.052
H 8.462 -5.343 -2.953 -0.539 -0.715 -0.133
```
Positions in Å, forces in eV/Å.

---

Entry 2:
The following is a quantum chemistry calculation of a molecular structure, C24H34GaN4O3S, from the OMol25 dataset.

Calculated values
Relative energy (zero: lowest compared OMol25 entry of this formula, charge and spin): 0.000 eV
Net charge: +1
Multiplicity: 1

```
67
Properties=species:S:1:pos:R:3:forces:R:3
Ga 0.207 -0.815 0.686 -1.422 1.366 0.351
N 2.309 1.017 2.722 1.093 -1.151 0.504
C 2.054 0.409 4.024 0.023 -0.457 0.940
C 0.581 0.290 4.365 -0.908 0.791 0.412
C -0.099 -0.484 3.279 -0.376 1.519 -0.113
O -0.336 -1.660 3.371 -0.057 -1.312 -0.184
O -0.361 0.232 2.191 0.403 -0.932 -0.166
H 3.300 1.289 2.794 -0.879 0.476 -0.606
H 1.667 1.776 2.668 0.027 1.051 -0.493
H 2.526 0.973 4.834 0.043 0.009 0.067
H 2.463 -0.598 4.069 0.280 -0.157 -0.173
H 0.125 1.306 4.466 0.287 -0.705 -0.193
H 0.404 -0.248 5.304 0.369 0.179 -0.159
C -5.456 -1.160 1.279 -0.148 0.307 1.970
C -3.983 -0.817 1.601 -1.546 -0.473 -0.881
N -3.448 0.170 0.709 0.242 1.114 -1.070
C -4.005 1.501 0.917 -0.193 0.914 0.778
C -4.857 2.074 -0.214 0.647 -0.294 -1.065
C -2.432 0.055 -0.124 -0.046 -1.682 0.727
S -1.735 -1.572 -0.368 0.019 0.369 0.024
N -1.967 1.116 -0.783 -1.393 -0.019 -0.172
C -0.729 1.378 -0.951 2.372 -0.009 1.546
O 0.277 0.818 -0.300 -0.492 0.459 -1.106
C -0.328 2.508 -1.808 -0.672 -0.330 -0.885
C -1.029 2.696 -2.996 0.785 1.500 -0.337
C -0.683 3.745 -3.832 0.786 0.119 -0.045
C 0.394 4.569 -3.505 0.404 0.788 0.483
C 1.069 4.453 -2.292 -0.024 -1.463 0.426
C 0.706 3.357 -1.474 0.177 1.134 -0.427
H -5.932 -1.570 2.195 0.439 -0.031 -0.427
H -5.540 -1.909 0.526 0.017 -0.352 -0.744
H -6.089 -0.312 1.064 0.068 0.386 -0.407
H -3.464 -1.714 1.453 1.074 -1.129 0.225
H -3.837 -0.435 2.588 -0.019 0.069 0.728
H -3.134 2.118 1.181 -0.503 0.202 -0.226
H -4.669 1.479 1.806 0.679 -0.246 -0.361
H -4.573 1.724 -1.230 -0.295 -0.345 0.756
H -4.646 3.116 -0.317 -0.029 0.922 0.295
H -5.920 1.960 -0.030 -0.032 -0.208 -0.135
H -1.825 2.101 -3.326 -1.041 -1.082 0.070
H -1.186 3.910 -4.777 -0.095 -0.113 0.086
H 0.729 5.372 -4.148 -0.299 -0.021 -0.305
H 1.924 5.088 -1.979 -0.859 -0.346 -0.444
H 1.172 3.217 -0.534 0.550 -0.165 0.737
C 3.396 -2.146 -3.247 -1.386 -0.713 1.231
N 2.796 -0.989 -2.496 -0.062 -1.255 1.436
C 1.319 -1.043 -2.592 0.365 0.245 0.979
C 3.231 -0.899 -0.998 -0.636 -0.413 -0.134
C 2.810 -2.073 -0.163 0.514 -1.389 0.079
C 3.696 -3.189 -0.157 -0.928 0.082 0.315
C 3.339 -4.387 0.504 0.639 2.026 -0.494
C 2.183 -4.352 1.254 -0.269 -1.550 0.291
C 1.327 -3.289 1.325 -0.791 1.759 -0.599
C 1.602 -2.123 0.575 1.116 -0.517 -0.025
H 2.957 -2.122 -4.235 -0.289 -0.334 -0.101
H 3.133 -3.099 -2.643 0.590 1.609 -1.273
H 4.430 -1.979 -3.385 1.236 -0.096 0.287
H 3.098 -0.107 -2.858 0.295 0.540 -0.694
H 0.945 -1.919 -2.034 0.155 0.651 -0.155
H 1.096 -1.148 -3.613 -0.594 -0.054 -1.296
H 1.009 -0.073 -2.204 -0.592 -0.412 0.058
H 2.773 -0.019 -0.570 -0.133 0.567 -0.319
H 4.295 -0.768 -1.064 0.529 -0.045 0.236
H 4.644 -3.052 -0.675 -0.077 -0.373 0.067
H 3.993 -5.245 0.500 -0.034 -0.054 -0.025
H 1.906 -5.254 1.766 -0.063 -0.307 0.353
H 0.380 -3.250 1.905 0.958 -0.624 -0.219
```
Positions in Å, forces in eV/Å.

---

LUMO? In order: 0.507 -2.485 eV.
Kohn-Sham gap? In order: 10.42 8.99 eV.